## w
ORCA calculation (ωB97M-V/def2-TZVPD) on a cluster of 3 separate species, C4H12NO in total.

HOMO ... -0.47303 Ha
LUMO level ... -7.6 eV
Orbital gap ... 0.192 Ha

The geometry in ORCA input format:
```
! RIJCOSX wB97M-V def2-TZVPD def2/J DEFGRID3
* xyz 1 1
C -1.282 -1.854 -0.094
C -1.396 -0.374 -0.337
C -0.849 0.562 0.613
C -1.231 1.869 0.853
N 2.627 -0.172 0.886
H -1.297 -2.404 -1.040
H -2.114 -2.232 0.559
H -2.255 0.017 -0.923
H -0.344 -2.016 0.475
H -0.105 0.160 1.199
H -0.777 2.386 1.696
H -2.059 2.270 0.257
H 3.244 -0.969 1.008
H 2.432 0.014 -0.104
H 3.076 0.636 1.315
H 1.100 0.520 -2.570
H 0.178 0.015 -1.296
O 1.136 0.198 -1.624
*
```

Which charges does Mulliken predict for the atoms? In e, they are:
1 C -0.952
2 C 0.073
3 C -0.010
4 C -0.598
5 N -0.647
6 H 0.343
7 H 0.371
8 H 0.383
9 H 0.324
10 H 0.401
11 H 0.305
12 H 0.262
13 H 0.228
14 H 0.246
15 H 0.228
16 H 0.324
17 H 0.337
18 O -0.618

=====

## x
ORCA calculation (ωB97M-V/def2-TZVPD) on a cluster of 2 separate species, C4H12NO in total.

HOMO ... -0.57034 Ha
LUMO level ... -9.7 eV
Orbital gap ... 0.213 Ha

The geometry in ORCA input format:
```
! RIJCOSX wB97M-V def2-TZVPD def2/J DEFGRID3
* xyz 1 1
O 0.968 -3.484 1.088
C 1.099 -2.224 0.414
C 0.214 -1.267 1.154
N 0.292 0.063 0.562
C -0.388 2.104 -1.565
C -1.492 2.270 -0.518
H 1.492 -4.146 0.696
H 2.099 -1.856 0.430
H 0.802 -2.302 -0.608
H -0.828 -1.621 1.111
H 0.442 -1.271 2.193
H -0.705 1.536 -2.451
H 0.916 0.703 1.149
H 0.404 1.572 -1.099
H -0.056 3.111 -1.968
H -2.473 2.514 -0.889
H -1.578 1.308 0.031
H -1.208 2.990 0.269
*
```

Which charges does Mulliken predict for the atoms? In e, they are:
1 O -0.467
2 C -0.441
3 C -0.382
4 N 0.018
5 C -0.640
6 C -0.775
7 H 0.322
8 H 0.363
9 H 0.367
10 H 0.277
11 H 0.365
12 H 0.280
13 H 0.337
14 H 0.223
15 H 0.300
16 H 0.350
17 H 0.214
18 H 0.287

=====

## y
ORCA calculation (ωB97M-V/def2-TZVPD) on a cluster of 2 separate species, C4H12NO in total.

HOMO ... -0.52651 Ha
LUMO level ... -3.5 eV
Orbital gap ... 0.399 Ha

The geometry in ORCA input format:
```
! RIJCOSX wB97M-V def2-TZVPD def2/J DEFGRID3
* xyz 1 1
C 1.710 0.059 -0.878
N 1.722 -0.806 0.377
C 0.357 -0.636 0.958
C -0.040 0.798 0.594
C 0.988 1.290 -0.427
H 2.731 0.201 -1.227
H 1.184 -0.552 -1.613
H 2.452 -0.553 1.042
H 1.936 -1.782 0.137
H 0.434 -0.802 2.028
H -0.263 -1.441 0.578
H -1.012 0.760 0.116
H -0.146 1.433 1.461
H 1.720 1.971 0.006
H 0.594 1.813 -1.298
H -4.366 0.214 -0.873
H -3.742 -0.412 0.372
O -3.898 -0.572 -0.564
*
```

Which charges does Mulliken predict for the atoms? In e, they are:
1 C -0.548
2 N -0.203
3 C -0.679
4 C -0.278
5 C -0.582
6 H 0.385
7 H 0.326
8 H 0.368
9 H 0.336
10 H 0.355
11 H 0.341
12 H 0.177
13 H 0.352
14 H 0.281
15 H 0.374
16 H 0.331
17 H 0.310
18 O -0.645

=====

y is the most stable structure; the next one sits 3.415 eV above it.

=====

## w
ORCA calculation (ωB97M-V/def2-TZVPD) on the ion C4H12NO with charge +1.

HOMO ... -0.55628 Ha
LUMO level ... -3.3 eV
SMILES ... C[C@H]([NH3+])[C@@H](C)O
Orbital gap ... 0.434 Ha

The geometry in ORCA input format:
```
! RIJCOSX wB97M-V def2-TZVPD def2/J DEFGRID3
* xyz 1 1
C 1.530 -1.041 0.462
C 0.126 -0.792 -0.141
N 0.284 -0.219 -1.569
C -0.809 0.132 0.585
C -0.407 1.598 0.811
O -1.969 0.095 -0.295
H 1.969 -0.219 1.027
H 2.239 -1.098 -0.368
H 1.469 -1.981 0.990
H -0.366 -1.756 -0.217
H -0.698 -0.032 -1.836
H 0.588 -0.984 -2.161
H 0.773 0.671 -1.550
H -1.115 -0.344 1.515
H 0.339 1.571 1.602
H -1.314 2.167 0.970
H 0.116 2.002 -0.058
H -2.755 0.228 0.233
*
```

Which charges does Mulliken predict for the atoms? In e, they are:
1 C -1.249
2 C -0.034
3 N -0.322
4 C -0.087
5 C -1.137
6 O -0.612
7 H 0.348
8 H 0.376
9 H 0.332
10 H 0.488
11 H 0.383
12 H 0.369
13 H 0.313
14 H 0.492
15 H 0.385
16 H 0.353
17 H 0.249
18 H 0.354

=====

## x
ORCA calculation (ωB97M-V/def2-TZVPD) on the ion C4H12NO with charge +1.

HOMO ... -0.58409 Ha
LUMO level ... -3.4 eV
SMILES ... CC(C)[NH2+]CO
Orbital gap ... 0.461 Ha

The geometry in ORCA input format:
```
! RIJCOSX wB97M-V def2-TZVPD def2/J DEFGRID3
* xyz 1 1
C -1.093 1.036 -0.410
C -0.708 -0.345 -0.163
C -1.736 -1.157 0.650
N 0.693 -0.422 0.441
C 1.818 0.581 -0.512
O 2.952 0.634 0.287
H -0.744 1.745 0.300
H -0.712 1.351 -1.357
H -2.109 1.246 -0.499
H -0.550 -0.747 -1.150
H -1.950 -0.776 1.642
H -1.677 -2.275 0.696
H -2.627 -1.035 0.124
H 0.983 -1.426 0.406
H 0.758 0.015 1.442
H 1.889 0.164 -1.498
H 1.265 1.566 -0.474
H 3.551 -0.153 0.075
*
```

Which charges does Mulliken predict for the atoms? In e, they are:
1 C -1.725
2 C 0.717
3 C -1.436
4 N -0.349
5 C -0.277
6 O -0.470
7 H 0.398
8 H 0.454
9 H 0.423
10 H 0.163
11 H 0.380
12 H 0.380
13 H 0.431
14 H 0.385
15 H 0.420
16 H 0.355
17 H 0.370
18 H 0.379

=====

w is the most stable structure; the next one sits 1.085 eV above it.

=====

## w
ORCA calculation (ωB97M-V/def2-TZVPD) on an isolated molecule of C4H4O2.

HOMO ... -0.34882 Ha
LUMO level ... 0.0 eV
SMILES ... O=CC=C=CO
Orbital gap ... 0.348 Ha

The geometry in ORCA input format:
```
! RIJCOSX wB97M-V def2-TZVPD def2/J DEFGRID3
* xyz 0 1
O 3.077 0.541 0.050
C 2.052 0.013 -0.320
C 0.717 0.614 -0.132
C -0.411 -0.049 -0.301
C -1.717 -0.183 -0.199
O -2.348 -0.711 0.881
H 2.025 -1.002 -0.770
H 0.649 1.618 0.274
H -2.386 0.160 -0.981
H -1.658 -1.001 1.500
*
```

Which charges does Mulliken predict for the atoms? In e, they are:
1 O -0.491
2 C 0.016
3 C -0.007
4 C -0.348
5 C -0.007
6 O -0.462
7 H 0.340
8 H 0.323
9 H 0.313
10 H 0.322

=====

## x
ORCA calculation (ωB97M-V/def2-TZVPD) on a structure of composition C4H4O2.

HOMO (spin up / spin down) ... -0.34242 / -0.34244 Ha
LUMO level (spin up / spin down) ... -0.4 / -0.4 eV
Orbital gap (spin up / spin down) ... 0.329 / 0.329 Ha

The geometry in ORCA input format:
```
! RIJCOSX wB97M-V def2-TZVPD def2/J DEFGRID3
* xyz 0 1
O 0.081 -0.226 2.687
C 0.187 -0.248 1.484
O 0.950 -0.815 0.643
C 0.702 -0.465 -1.108
C -0.403 0.384 -1.262
C -1.157 0.913 -0.397
H -0.656 0.459 0.841
H 1.693 -0.040 -1.282
H 0.615 -1.506 -1.419
H -2.012 1.544 -0.187
*
```

Which charges does Mulliken predict for the atoms? In e, they are:
1 O -0.495
2 C 0.545
3 O -0.400
4 C 0.029
5 C -0.230
6 C -0.494
7 H 0.156
8 H 0.241
9 H 0.242
10 H 0.405

=====

## y
ORCA calculation (ωB97M-V/def2-TZVPD) on an isolated molecule of C4H4O2.

HOMO ... -0.38285 Ha
LUMO level ... 0.7 eV
SMILES ... C#CCC(=O)O
Orbital gap ... 0.409 Ha

The geometry in ORCA input format:
```
! RIJCOSX wB97M-V def2-TZVPD def2/J DEFGRID3
* xyz 0 1
C -1.232 -0.484 2.248
C -0.334 -0.374 1.462
C 0.652 -0.544 0.343
C 0.333 0.333 -0.728
O 0.957 1.284 -1.002
O -0.488 -0.191 -1.634
H -2.018 -0.976 2.747
H 0.650 -1.567 0.124
H 1.654 -0.196 0.579
H -0.546 0.408 -2.311
*
```

Which charges does Mulliken predict for the atoms? In e, they are:
1 C -0.050
2 C -0.490
3 C -0.204
4 C 0.546
5 O -0.519
6 O -0.433
7 H 0.366
8 H 0.243
9 H 0.231
10 H 0.309

=====

## z
ORCA calculation (ωB97M-V/def2-TZVPD) on a cluster of 2 separate species, C4H4O2 in total.

HOMO ... -0.33915 Ha
LUMO level ... -0.7 eV
SMILES ... C=C=C=O.C=O
Orbital gap ... 0.312 Ha

The geometry in ORCA input format:
```
! RIJCOSX wB97M-V def2-TZVPD def2/J DEFGRID3
* xyz 0 1
C 1.222 -0.020 1.211
C 1.391 -0.313 -0.068
C 0.821 -0.578 -1.206
O 0.488 -0.874 -2.293
H 0.221 0.187 1.597
H 2.044 0.028 1.921
C -1.541 0.391 -0.298
O -1.643 0.243 0.896
H -1.204 1.347 -0.746
H -1.798 -0.410 -1.013
*
```

Which charges does Mulliken predict for the atoms? In e, they are:
1 C -0.560
2 C -0.329
3 C 0.829
4 O -0.418
5 H 0.307
6 H 0.250
7 C -0.244
8 O -0.470
9 H 0.338
10 H 0.298

=====

y is the most stable structure; the next one sits 0.175 eV above it.

=====

## w
ORCA calculation (ωB97M-V/def2-TZVPD) on an isolated molecule of C4H4O2.

HOMO (spin up / spin down) ... -0.28070 / -0.28067 Ha
LUMO level (spin up / spin down) ... -0.4 / -0.4 eV
Orbital gap (spin up / spin down) ... 0.266 / 0.266 Ha

The geometry in ORCA input format:
```
! RIJCOSX wB97M-V def2-TZVPD def2/J DEFGRID3
* xyz 0 1
C 1.443 0.572 -0.446
C -0.924 0.053 -1.684
C 0.126 0.317 -0.336
C -0.145 -0.411 0.968
O 2.592 0.663 -0.491
O -0.900 1.177 -0.832
H -1.638 -0.781 -1.324
H -0.317 -1.595 0.967
H -0.927 0.151 1.544
H 0.689 -0.145 1.635
*
```

Which charges does Mulliken predict for the atoms? In e, they are:
1 C 0.309
2 C -0.377
3 C 0.747
4 C -1.178
5 O -0.255
6 O -0.277
7 H 0.076
8 H 0.258
9 H 0.317
10 H 0.382

=====

## x
ORCA calculation (ωB97M-V/def2-TZVPD) on an isolated molecule of C4H4O2.

HOMO ... -0.34853 Ha
LUMO level ... 0.6 eV
SMILES ... CC(=C=O)C=O
Orbital gap ... 0.370 Ha

The geometry in ORCA input format:
```
! RIJCOSX wB97M-V def2-TZVPD def2/J DEFGRID3
* xyz 0 1
C -0.518 1.132 0.163
C 0.281 -0.132 0.031
C 1.596 -0.095 0.164
O 2.712 0.027 0.321
C -0.353 -1.420 -0.277
O -1.534 -1.634 -0.355
H -0.927 1.391 -0.771
H -0.169 2.004 0.526
H -1.402 0.928 0.656
H 0.312 -2.201 -0.457
*
```

Which charges does Mulliken predict for the atoms? In e, they are:
1 C -1.473
2 C 0.319
3 C 0.533
4 O -0.299
5 C -0.240
6 O -0.510
7 H 0.351
8 H 0.504
9 H 0.373
10 H 0.443

=====

x is the most stable structure; the next one sits 4.679 eV above it.

=====

## w
ORCA calculation (ωB97M-V/def2-TZVPD) on an isolated molecule of C5H7N.

HOMO (spin up / spin down) ... -0.32398 / -0.26034 Ha
LUMO level (spin up / spin down) ... 0.3 / 0.2 eV
Orbital gap (spin up / spin down) ... 0.334 / 0.266 Ha

The geometry in ORCA input format:
```
! RIJCOSX wB97M-V def2-TZVPD def2/J DEFGRID3
* xyz 0 1
C 1.203 -0.269 0.493
C 0.679 0.987 -0.168
C 0.353 -0.844 -0.552
C -1.090 -0.367 -0.400
N -1.687 -0.711 0.827
C -0.713 1.050 -0.287
H 2.270 -0.438 0.343
H 0.934 -0.385 1.546
H 1.361 1.797 -0.414
H 0.745 -1.509 -1.319
H -1.714 -0.618 -1.265
H -0.975 -0.629 1.553
H -1.329 1.934 -0.410
*
```

Which charges does Mulliken predict for the atoms? In e, they are:
1 C -0.623
2 C -0.112
3 C -0.445
4 C 0.268
5 N -0.667
6 C -0.687
7 H 0.284
8 H 0.199
9 H 0.399
10 H 0.335
11 H 0.363
12 H 0.291
13 H 0.394

=====

## x
ORCA calculation (ωB97M-V/def2-TZVPD) on a cluster of 2 separate species, C5H7N in total.

HOMO ... -0.32549 Ha
LUMO level ... 1.0 eV
SMILES ... C=C=CC.C#N
Orbital gap ... 0.361 Ha

The geometry in ORCA input format:
```
! RIJCOSX wB97M-V def2-TZVPD def2/J DEFGRID3
* xyz 0 1
C -1.650 0.518 0.427
C -0.356 0.526 0.122
C 0.911 0.597 -0.175
C 1.926 1.200 0.741
H -2.284 -0.323 0.784
H -2.151 1.447 0.523
H 1.379 0.077 -0.959
H 2.497 2.094 0.486
H 2.662 0.413 1.047
H 1.391 1.426 1.602
C -1.361 -2.650 -1.561
N -1.250 -3.073 -0.487
H -1.715 -2.253 -2.551
*
```

Which charges does Mulliken predict for the atoms? In e, they are:
1 C -0.769
2 C 0.058
3 C -0.031
4 C -1.045
5 H 0.290
6 H 0.258
7 H 0.325
8 H 0.302
9 H 0.255
10 H 0.355
11 C 0.105
12 N -0.355
13 H 0.251

=====

## y
ORCA calculation (ωB97M-V/def2-TZVPD) on an isolated molecule of C5H7N.

HOMO ... -0.24812 Ha
LUMO level ... 1.0 eV
Orbital gap ... 0.283 Ha

The geometry in ORCA input format:
```
! RIJCOSX wB97M-V def2-TZVPD def2/J DEFGRID3
* xyz 0 1
C 2.595 -0.625 0.623
C 1.586 0.010 0.466
C 0.387 0.832 0.301
N -0.769 0.061 -0.212
C -0.694 -0.294 -1.491
C -1.744 -0.173 0.664
H 3.485 -1.202 0.753
H 0.096 1.287 1.250
H 0.577 1.640 -0.412
H -1.469 -0.927 -1.899
H 0.156 0.029 -2.072
H -1.593 0.083 1.700
H -2.613 -0.723 0.328
*
```

Which charges does Mulliken predict for the atoms? In e, they are:
1 C 0.136
2 C -0.087
3 C -1.232
4 N 0.175
5 C -0.517
6 C -0.485
7 H 0.407
8 H 0.324
9 H 0.365
10 H 0.247
11 H 0.236
12 H 0.192
13 H 0.238

=====

## z
ORCA calculation (ωB97M-V/def2-TZVPD) on an isolated molecule of C5H7N.

HOMO ... -0.29191 Ha
LUMO level ... -0.1 eV
Orbital gap ... 0.288 Ha

The geometry in ORCA input format:
```
! RIJCOSX wB97M-V def2-TZVPD def2/J DEFGRID3
* xyz 0 1
C 1.962 -0.005 0.137
C 0.444 0.246 0.060
C -0.405 -0.754 -0.224
N -1.819 -0.617 -0.152
C -2.441 0.533 -0.056
C 0.376 1.544 0.568
H 2.209 -0.474 1.092
H 2.201 -0.665 -0.694
H 2.592 0.889 0.035
H -0.050 -1.724 -0.549
H -2.293 -1.522 -0.107
H -3.518 0.282 0.076
H 0.742 2.266 -0.186
*
```

Which charges does Mulliken predict for the atoms? In e, they are:
1 C -1.341
2 C 0.735
3 C -0.274
4 N 0.052
5 C -0.622
6 C -0.552
7 H 0.277
8 H 0.348
9 H 0.403
10 H 0.310
11 H 0.273
12 H 0.159
13 H 0.231

=====

x is the most stable structure; the next one sits 1.095 eV above it.

=====

## w
ORCA calculation (ωB97M-V/def2-TZVPD) on a structure of composition C5H7N.

HOMO ... -0.30298 Ha
LUMO level ... 0.4 eV
Orbital gap ... 0.319 Ha

The geometry in ORCA input format:
```
! RIJCOSX wB97M-V def2-TZVPD def2/J DEFGRID3
* xyz 0 1
C 0.263 1.327 0.222
C 1.112 0.181 -0.252
C 0.362 -1.094 -0.040
C -0.978 -0.775 0.563
C -1.009 0.569 -0.188
N 0.262 -0.377 -1.342
H 0.404 2.237 -0.369
H 0.307 1.569 1.291
H 2.193 0.186 -0.398
H 0.874 -2.057 -0.021
H -1.026 -0.682 1.655
H -1.766 -1.453 0.218
H -0.997 0.371 -1.339
*
```

Which charges does Mulliken predict for the atoms? In e, they are:
1 C -0.621
2 C -0.115
3 C -0.097
4 C -0.634
5 C -0.252
6 N -0.603
7 H 0.287
8 H 0.274
9 H 0.398
10 H 0.397
11 H 0.276
12 H 0.286
13 H 0.402

=====

## x
ORCA calculation (ωB97M-V/def2-TZVPD) on an isolated molecule of C5H7N.

HOMO ... -0.30370 Ha
LUMO level ... 1.1 eV
Orbital gap ... 0.343 Ha

The geometry in ORCA input format:
```
! RIJCOSX wB97M-V def2-TZVPD def2/J DEFGRID3
* xyz 0 1
C -0.382 -0.865 1.295
C 0.264 1.146 0.714
C -0.820 0.221 0.222
C -0.506 -0.090 -1.232
C 0.732 0.363 -1.441
N 1.174 1.006 -0.254
H 0.706 -1.002 1.415
H -0.741 -0.549 2.282
H -0.824 -1.814 1.005
H -1.874 0.446 0.429
H -1.153 -0.512 -1.998
H 1.373 0.340 -2.316
H 2.116 1.344 -0.139
*
```

Which charges does Mulliken predict for the atoms? In e, they are:
1 C -1.127
2 C -0.721
3 C 0.409
4 C -0.510
5 C -0.438
6 N 0.015
7 H 0.320
8 H 0.310
9 H 0.343
10 H 0.412
11 H 0.376
12 H 0.407
13 H 0.203

=====

x is the most stable structure; the next one sits 2.815 eV above it.